80
Properties=species:S:1:pos:R:3:mulliken_charge:R:1 method="wB97M-V/def2-TZVPD" e_lumo_ev=-0.18 e_tot_ha=-1883.5262 e_homo_ev=-5.7 orbital_gap_ev=5.55
Cs -0.1713 0.6383 -0.1650 1.49
C 0.1719 0.0169 4.2398 -1.18
N -0.0922 0.9443 3.1574 0.30
C -1.5027 1.2759 3.1133 -1.16
C 0.7446 2.1462 3.3225 -0.69
C 0.5027 3.2309 2.2924 1.19
C -0.1777 4.3731 2.6988 -0.33
C -0.4363 5.3975 1.8013 -0.66
C -0.0017 5.2589 0.4930 -0.57
C 0.6780 4.1066 0.1133 0.09
C 0.9800 3.0396 0.9786 -1.75
H -0.1188 0.4242 5.2237 0.38
H 1.2364 -0.2127 4.2774 0.28
H -0.3759 -0.9145 4.0806 0.34
H -1.8468 1.8565 3.9866 0.27
H -2.0938 0.3570 3.0713 0.33
H -1.7205 1.8750 2.2307 0.36
H 1.7858 1.8144 3.2550 0.15
H 0.5830 2.5809 4.3274 0.31
H -0.5116 4.4723 3.7292 0.31
H -0.9646 6.2882 2.1191 0.37
H -0.1832 6.0532 -0.2260 0.37
H 1.0010 4.0534 -0.9295 0.37
C 4.4677 2.1021 1.5958 -1.63
C 4.9921 1.4523 0.3093 1.83
C 6.4766 1.1510 0.4691 -1.59
C 4.7980 2.4754 -0.8159 -2.09
Sb 3.6438 -0.2098 -0.1512 0.95
C 4.1150 -1.8403 1.2540 1.68
C 3.3176 -3.0847 0.8467 -1.93
C 5.5763 -2.2293 1.4314 -1.57
C 3.5498 -1.3787 2.5998 -2.21
C 4.3896 -0.9541 -2.0980 1.52
C 3.7393 -0.0506 -3.1536 -1.80
C 3.8827 -2.3741 -2.3488 -2.00
C 5.8999 -0.9413 -2.3007 -1.64
H 4.9909 3.0506 1.7486 0.53
H 4.6586 1.4895 2.4779 0.43
H 3.3973 2.3185 1.5319 0.01
H 7.0084 2.0901 0.6484 0.48
H 6.9180 0.6890 -0.4129 0.20
H 6.6737 0.5041 1.3234 0.27
H 5.2802 3.4132 -0.5284 0.53
H 3.7421 2.6945 -0.9860 0.33
H 5.2540 2.1528 -1.7533 0.33
H 3.7719 -3.6207 0.0174 0.35
H 2.2844 -2.8511 0.5761 0.31
H 3.2815 -3.7729 1.6960 0.54
H 6.0641 -2.4438 0.4783 0.20
H 5.6395 -3.1316 2.0453 0.47
H 6.1530 -1.4574 1.9366 0.31
H 2.4881 -1.1333 2.5278 0.44
H 4.0662 -0.5047 2.9959 0.39
H 3.6552 -2.1826 3.3359 0.55
H 2.6478 -0.0893 -3.0911 0.34
H 4.0222 -0.3954 -4.1532 0.47
H 4.0371 0.9946 -3.0671 0.32
H 2.8290 -2.4998 -2.0873 0.37
H 4.4608 -3.1169 -1.7990 0.31
H 3.9864 -2.6087 -3.4124 0.53
H 6.3000 0.0722 -2.3321 0.29
H 6.1481 -1.4132 -3.2565 0.48
H 6.4263 -1.4857 -1.5155 0.25
C -4.3112 -0.4951 -2.4346 -0.99
S -3.6775 -0.7083 -0.7578 0.36
O -2.7034 0.4106 -0.5490 -0.60
C -5.1373 -0.2406 0.1691 0.45
C -6.1293 -1.1787 0.4215 -0.35
C -7.2328 -0.8039 1.1665 -0.50
C -7.3273 0.4890 1.6662 -0.42
C -6.3201 1.4118 1.4218 -0.61
C -5.2128 1.0515 0.6697 -0.44
H -4.6617 0.5263 -2.5654 0.31
H -5.1179 -1.2023 -2.6129 0.40
H -3.4872 -0.7012 -3.1137 0.34
H -6.0429 -2.1929 0.0534 0.39
H -8.0125 -1.5242 1.3705 0.38
H -8.1849 0.7743 2.2594 0.39
H -6.3871 2.4137 1.8225 0.39
H -4.4057 1.7444 0.4828 0.38